A structure of composition C48H70Cl5Ge2N4O3P2Pb, computed with ωB97M-V/def2-TZVPD.

Geometry as XYZ:
```
135
Properties=species:S:1:pos:R:3
Pb -0.88 -1.05 -0.11
C -0.74 0.37 3.91
N -0.20 -0.97 4.11
C -0.74 -1.67 5.27
C 0.51 -1.55 3.17
O 0.99 -0.86 2.21
C 0.81 -3.05 3.20
O 0.08 -3.77 2.23
C -1.02 -4.51 2.68
C -2.27 -3.67 2.96
O -2.22 -2.45 2.86
N -3.34 -4.34 3.42
C -4.54 -3.61 3.80
C -3.40 -5.79 3.53
H -1.83 0.28 3.88
H -0.45 1.02 4.74
H -0.40 0.78 2.97
H -1.57 -2.32 4.98
H 0.03 -2.25 5.78
H -1.11 -0.92 5.97
H 1.86 -3.14 2.93
H 0.67 -3.48 4.19
H -1.23 -5.24 1.89
H -0.76 -5.07 3.58
H -4.32 -2.55 3.81
H -5.34 -3.80 3.08
H -4.87 -3.93 4.79
H -2.89 -6.28 2.70
H -2.98 -6.15 4.47
H -4.44 -6.10 3.48
C 1.96 2.02 -3.57
C 0.81 1.47 -2.73
Ge 1.17 -0.25 -1.76
C 1.84 -1.46 -3.20
C 3.35 -1.63 -3.25
C 2.81 0.35 -0.85
C 3.27 0.59 0.37
Ge 2.81 -0.15 2.10
C 2.66 0.84 3.79
C 3.78 1.75 4.29
C 3.90 -1.74 2.47
C 5.41 -1.51 2.38
C 4.51 1.43 0.53
C 4.45 2.65 1.19
C 5.56 3.47 1.27
C 6.75 3.08 0.68
C 6.82 1.88 -0.01
C 5.71 1.06 -0.09
H 1.62 2.86 -4.18
H 2.36 1.26 -4.25
H 2.78 2.38 -2.95
H -0.06 1.29 -3.37
H 0.49 2.21 -2.00
H 1.48 -1.05 -4.15
H 1.35 -2.43 -3.08
H 3.86 -0.69 -3.48
H 3.64 -2.35 -4.02
H 3.75 -1.99 -2.30
H 3.47 0.79 -1.61
H 2.55 0.01 4.50
H 1.71 1.38 3.78
H 4.77 1.35 4.10
H 3.69 1.90 5.37
H 3.74 2.74 3.83
H 3.60 -2.52 1.78
H 3.65 -2.06 3.49
H 5.71 -1.19 1.39
H 5.94 -2.44 2.60
H 5.76 -0.76 3.09
H 3.50 2.97 1.60
H 5.49 4.42 1.78
H 7.62 3.72 0.74
H 7.74 1.58 -0.48
H 5.76 0.12 -0.63
C -2.84 2.12 1.22
P -1.32 2.21 0.17
C -2.08 2.77 -1.41
N -2.14 4.06 -1.63
C -2.61 4.51 -2.82
C -2.66 5.90 -3.08
C -3.13 6.34 -4.29
C -3.57 5.42 -5.27
C -3.53 4.08 -5.04
C -3.05 3.60 -3.80
N -3.02 2.27 -3.55
C -2.55 1.84 -2.41
P -2.61 -0.02 -2.23
C -4.34 -0.19 -1.65
C -2.67 -0.72 -3.98
C -1.49 -0.18 -4.79
C -2.47 -2.23 -3.84
C -3.99 -0.47 -4.70
C -0.42 3.68 0.90
C -1.30 4.86 1.31
C 0.68 4.14 -0.07
C 0.27 3.11 2.15
H -3.53 2.95 1.03
H -2.55 2.14 2.27
H -3.35 1.17 1.04
H -2.32 6.58 -2.32
H -3.17 7.40 -4.49
H -3.93 5.80 -6.22
H -3.86 3.36 -5.78
H -5.00 0.47 -2.22
H -4.40 0.06 -0.59
H -4.67 -1.22 -1.77
H -0.54 -0.38 -4.30
H -1.58 0.89 -5.00
H -1.47 -0.71 -5.75
H -1.54 -2.48 -3.33
H -2.44 -2.66 -4.84
H -3.29 -2.71 -3.30
H -4.22 0.59 -4.79
H -4.82 -0.98 -4.20
H -3.91 -0.90 -5.70
H -1.86 5.25 0.47
H -0.67 5.66 1.71
H -2.00 4.58 2.10
H 0.27 4.50 -1.01
H 1.38 3.33 -0.28
H 1.24 4.95 0.40
H -0.44 2.84 2.92
H 0.94 3.87 2.57
H 0.87 2.23 1.90
Cl 2.04 -3.09 -0.40
C 0.60 -3.98 -0.86
C -0.63 -3.36 -0.75
C -1.73 -4.17 -0.99
Cl -3.32 -3.51 -0.69
C -1.63 -5.49 -1.42
Cl -3.04 -6.43 -1.73
C -0.37 -6.05 -1.59
Cl -0.21 -7.66 -2.16
C 0.77 -5.29 -1.30
Cl 2.33 -5.99 -1.48
```

Computed properties:
Gap between HOMO and LUMO = 0.253 hartree
Lowest unoccupied orbital energy = -2.31 eV
ΔE to the lowest compared entry with this formula, charge and spin = 7.12 kcal/mol
E_HOMO = -9.19 eV
Charge = +1


A structure of composition C41H101CaN6O15, computed with ωB97M-V/def2-TZVPD.

Geometry as XYZ:
```
164
Properties=species:S:1:pos:R:3
Ca 1.27 4.68 -4.29
C -0.44 0.14 -1.23
C 0.07 1.30 -2.07
O 0.58 1.20 -3.23
O -0.09 2.42 -1.60
H -1.24 -0.33 -1.81
H -0.82 0.35 -0.23
H 0.36 -0.56 -1.00
C -5.57 2.18 -2.99
O -4.83 2.96 -2.08
C -5.64 3.90 -1.36
C -4.80 4.96 -0.57
N -3.88 4.41 0.40
C -4.54 3.34 1.21
C -3.67 3.11 2.38
O -4.31 2.26 3.36
C -3.59 2.13 4.58
H -5.02 1.31 -3.36
H -5.87 2.79 -3.83
H -6.45 1.73 -2.53
H -6.25 3.35 -0.64
H -6.23 4.48 -2.06
H -5.56 5.53 -0.04
H -4.30 5.59 -1.30
H -3.10 4.01 -0.10
H -4.67 2.46 0.59
H -5.55 3.58 1.54
H -3.47 4.04 2.91
H -2.77 2.58 2.06
H -2.57 1.80 4.35
H -3.99 1.38 5.26
H -3.57 3.06 5.15
C -3.52 -4.57 -0.22
O -4.59 -5.32 0.19
C -5.68 -5.37 -0.75
C -6.35 -4.00 -1.03
N -7.14 -3.51 0.11
C -7.42 -2.08 -0.05
C -8.04 -1.53 1.25
O -7.04 -1.63 2.27
C -7.39 -1.11 3.52
H -3.80 -3.52 -0.28
H -3.20 -4.83 -1.23
H -2.64 -4.70 0.40
H -6.42 -6.12 -0.46
H -5.29 -5.74 -1.70
H -7.03 -4.25 -1.85
H -5.63 -3.28 -1.44
H -6.73 -3.68 1.01
H -8.04 -1.90 -0.93
H -6.47 -1.54 -0.15
H -8.88 -2.18 1.52
H -8.29 -0.47 1.15
H -7.48 -0.03 3.51
H -6.67 -1.37 4.29
H -8.32 -1.59 3.85
C -1.04 -2.36 5.00
O 0.09 -2.08 5.81
C 1.24 -2.92 5.44
C 2.41 -2.63 6.43
N 2.22 -3.29 7.72
C 1.12 -2.64 8.47
C 1.36 -1.13 8.77
O 2.50 -1.01 9.57
C 2.90 0.34 9.77
H -0.77 -2.13 3.97
H -1.85 -1.68 5.24
H -1.34 -3.40 5.17
H 1.44 -2.66 4.40
H 1.06 -3.99 5.41
H 2.67 -1.59 6.62
H 3.32 -2.97 5.93
H 3.08 -3.05 8.19
H 0.98 -3.10 9.45
H 0.18 -2.88 7.98
H 0.55 -0.77 9.40
H 1.38 -0.41 7.95
H 3.04 0.93 8.86
H 3.88 0.33 10.25
H 2.19 0.88 10.40
C 7.24 -1.48 2.46
O 6.07 -0.70 2.66
C 5.79 0.14 1.54
C 4.46 0.90 1.77
N 4.49 1.87 2.85
C 3.11 2.24 3.30
C 3.15 2.97 4.63
O 1.92 3.64 4.88
C 1.75 4.21 6.16
H 7.22 -2.21 1.64
H 7.47 -1.99 3.39
H 8.04 -0.79 2.19
H 5.80 -0.43 0.62
H 6.57 0.88 1.35
H 3.69 0.13 1.90
H 4.11 1.40 0.87
H 4.91 1.42 3.65
H 2.44 1.40 3.49
H 2.65 2.88 2.56
H 3.92 3.74 4.59
H 3.39 2.23 5.40
H 1.73 3.47 6.96
H 0.86 4.83 6.23
H 2.62 4.81 6.43
C 0.95 -6.31 -6.71
O 0.06 -5.22 -6.61
C 0.55 -4.04 -5.94
C 1.82 -3.50 -6.59
N 1.59 -3.11 -7.98
C 0.79 -1.91 -8.08
C 0.14 -1.74 -9.42
O -0.88 -2.70 -9.67
C -1.58 -2.49 -10.89
H 1.75 -6.29 -5.96
H 1.43 -6.38 -7.69
H 0.40 -7.25 -6.64
H 0.75 -4.19 -4.88
H -0.26 -3.30 -5.97
H 2.68 -4.14 -6.42
H 2.06 -2.58 -6.05
H 1.00 -3.83 -8.36
H 1.44 -1.08 -7.80
H -0.04 -1.93 -7.36
H 0.92 -1.90 -10.16
H -0.17 -0.73 -9.68
H -2.07 -1.52 -10.78
H -2.42 -3.18 -10.95
H -0.97 -2.41 -11.79
C 4.71 3.49 -4.15
O 3.91 4.43 -3.44
C 4.58 5.16 -2.47
C 3.50 5.80 -1.64
N 2.78 6.80 -2.49
C 1.74 7.40 -1.70
C 0.87 8.20 -2.69
O 0.25 7.27 -3.69
C -0.72 8.05 -4.44
H 5.67 3.88 -4.49
H 4.14 3.14 -5.01
H 4.95 2.63 -3.52
H 5.22 5.87 -2.99
H 5.23 4.55 -1.84
H 3.99 6.27 -0.79
H 2.92 5.00 -1.18
H 3.40 7.46 -2.93
H 2.25 7.96 -0.91
H 1.17 6.62 -1.19
H 1.42 8.99 -3.20
H 0.13 8.76 -2.13
H -1.00 7.54 -5.37
H -0.41 9.06 -4.73
H -1.58 8.17 -3.79
C 5.52 -7.11 -0.63
C 4.44 -6.05 -0.80
C 4.06 -5.47 0.56
O 5.10 -5.05 -1.53
H 5.79 -7.62 -1.56
H 5.20 -7.91 0.03
H 6.41 -6.76 -0.11
H 3.56 -6.40 -1.35
H 3.31 -4.70 0.39
H 4.96 -5.12 1.07
H 3.58 -6.24 1.16
H 5.59 -5.50 -2.23
```

Computed properties:
Gap between HOMO and LUMO = 0.160 hartree
Lowest unoccupied orbital energy = -5.27 eV
E_HOMO = -9.62 eV
Charge = +1


A cluster of 2 separate species, CH2BrNOS in total, computed with ωB97M-V/def2-TZVPD.

Geometry as XYZ:
```
7
Properties=species:S:1:pos:R:3
C -0.76 1.33 0.86
N -0.19 0.53 0.08
O -1.33 2.19 1.40
S -3.42 -0.04 -0.66
Br -2.06 -1.30 -1.78
H 0.67 0.18 0.23
H -0.61 -0.22 -0.54
```

Computed properties:
Gap between HOMO and LUMO = 0.216 hartree
Lowest unoccupied orbital energy = -1.29 eV
ΔE to the lowest compared entry with this formula, charge and spin = 55.29 kcal/mol
E_HOMO = -7.18 eV
Charge = 0


A cluster of 2 separate species, C3H4ClNO2 in total, computed with ωB97M-V/def2-TZVPD.

Geometry as XYZ:
```
11
Properties=species:S:1:pos:R:3
C 1.06 1.13 -1.30
C 0.79 -0.15 -1.42
C -1.74 -1.19 1.94
N 1.53 2.26 -1.35
O 0.97 -1.10 -0.44
O -0.77 -1.67 2.43
Cl -2.01 0.58 1.85
H 0.12 -0.27 -2.39
H -2.62 -1.66 1.47
H 1.72 -0.97 0.16
H 0.95 3.03 -0.95
```

Computed properties:
Gap between HOMO and LUMO (spin up / spin down) = 0.211 / 0.345 hartree
Lowest unoccupied orbital energy (spin up / spin down) = 0.53 / -1.69 eV
⟨S²⟩ = 2.01
ΔE to the lowest compared entry with this formula, charge and spin = 20.31 kcal/mol
E_HOMO (spin up / spin down) = -5.20 / -11.08 eV
Charge = 0
2S+1 = 3


A structure of composition C34H37N4O3S7Ti, computed with ωB97M-V/def2-TZVPD.

Geometry as XYZ:
```
86
Properties=species:S:1:pos:R:3
Ti -0.18 -0.66 -0.64
S -1.12 -2.66 -1.73
C -2.75 -2.32 -2.19
C -3.58 -3.41 -2.52
C -4.87 -3.24 -2.96
C -5.42 -1.96 -3.06
C -4.64 -0.87 -2.72
C -3.32 -1.04 -2.29
S -2.35 0.43 -2.04
C -2.88 1.13 -0.42
C -1.67 1.86 0.10
C -1.79 3.18 0.40
C -0.63 3.91 0.77
C 0.56 3.28 0.81
C 0.66 1.87 0.51
C 1.85 1.23 0.60
S 1.19 -2.27 0.56
C 0.07 -3.32 1.40
C 0.54 -4.52 1.93
C -0.29 -5.35 2.66
C -1.63 -5.01 2.84
C -2.12 -3.84 2.30
C -1.28 -2.97 1.59
S -1.91 -1.46 1.02
N -0.49 1.18 0.14
H -3.15 -4.40 -2.43
H -5.47 -4.10 -3.23
H -6.43 -1.82 -3.41
H -5.04 0.13 -2.81
H -3.20 0.30 0.21
H -3.70 1.82 -0.58
H -2.76 3.65 0.35
H -0.71 4.97 1.02
H 1.47 3.80 1.09
H 1.94 0.16 0.47
H 2.76 1.79 0.77
H 1.58 -4.78 1.77
H 0.10 -6.26 3.10
H -2.29 -5.66 3.41
H -3.15 -3.55 2.43
N 3.97 4.31 -5.62
C 3.62 3.17 -4.89
C 3.83 1.90 -5.43
C 3.51 0.77 -4.70
C 3.00 0.90 -3.42
C 2.79 2.16 -2.87
C 3.10 3.29 -3.60
S 2.31 -0.53 -2.60
O 2.93 -0.70 -1.32
O 2.41 -1.62 -3.53
N 0.77 -0.05 -2.36
C 0.08 0.08 -3.56
S -0.01 1.68 -4.37
C -0.97 0.96 -5.60
C -1.12 -0.37 -5.37
N -0.53 -0.84 -4.23
H 4.04 4.18 -6.61
H 3.49 5.15 -5.34
H 4.21 1.81 -6.44
H 3.64 -0.22 -5.10
H 2.36 2.24 -1.87
H 2.91 4.28 -3.19
H -1.38 1.56 -6.40
H -1.68 -1.06 -5.98
C -0.48 0.33 6.54
C -1.39 -0.46 5.60
C -0.66 -1.20 4.48
S 0.05 -0.03 3.22
O -0.60 1.28 3.48
C 1.74 0.06 4.00
C 2.25 1.49 4.01
C 3.75 1.54 4.27
H -1.06 0.73 7.37
H -0.03 1.16 6.01
H 0.31 -0.30 6.96
H -2.09 0.22 5.13
H -1.96 -1.20 6.17
H -1.35 -1.82 3.93
H 0.16 -1.82 4.84
H 2.34 -0.57 3.35
H 1.72 -0.36 5.01
H 1.72 2.07 4.77
H 2.02 1.95 3.05
H 3.99 1.14 5.26
H 4.12 2.57 4.22
H 4.28 0.95 3.53
```

Computed properties:
Gap between HOMO and LUMO (spin up / spin down) = 0.229 / 0.229 hartree
Lowest unoccupied orbital energy (spin up / spin down) = 2.15 / 2.15 eV
ΔE to the lowest compared entry with this formula, charge and spin = 40.47 kcal/mol
E_HOMO (spin up / spin down) = -4.07 / -4.07 eV
Charge = -1


An isolated molecule of C4H9NO2, computed with ωB97M-V/def2-TZVPD.

Geometry as XYZ:
```
16
Properties=species:S:1:pos:R:3
C -1.97 1.11 0.12
C -1.42 -0.29 0.51
C -0.40 -1.00 -0.53
O -0.50 -2.14 -0.81
N 0.74 -0.18 -0.81
C 1.78 -0.05 0.28
O 2.92 0.70 -0.18
H -2.92 0.95 -0.25
H -1.38 1.39 -0.78
H -1.84 1.80 1.06
H -0.94 -0.19 1.48
H -2.25 -1.00 0.83
H 1.33 -0.64 -1.62
H 2.11 -1.18 0.51
H 1.33 0.36 1.19
H 3.42 0.36 -0.99
```

Computed properties:
Gap between HOMO and LUMO = 0.382 hartree
Lowest unoccupied orbital energy = 0.69 eV
ΔE to the lowest compared entry with this formula, charge and spin = 60.79 kcal/mol
E_HOMO = -9.71 eV
Charge = 0


no.,maximum force (hartree/bohr)
1,0.01116
2,0.06556
3,0.08382
4,0.06673
5,0.03849
6,0.07677